Here is a single C6H10N2O5S molecule at a distorted geometry from the Open Molecules 2025 dataset. Energies are from ωB97M-V with the def2-TZVPD basis set.

Each line ends with the Löwdin charge.
Positions of all 24 atoms, in Å:
C1 -1.16 -0.53 2.04  -0.045
N1 -0.88 -0.19 0.68  -0.064
C2 -1.97 0.24 -0.20  -0.107
C3 -3.14 -0.60 -0.56  -0.539
O1 -4.19 -0.16 -0.93  0.124
O2 -3.02 -1.88 -0.45  0.135
C4 -1.74 1.51 -0.59  0.025
O3 -0.54 1.95 -0.01  0.014
C5 0.11 0.75 0.35  -0.323
N2 1.03 0.40 -0.91  -0.056
S1 2.29 -0.55 -0.45  0.579
C6 3.66 0.63 -1.08  -0.063
O4 2.38 -1.79 -1.15  -0.298
O5 2.38 -0.63 0.96  -0.307
H1 -0.45 -1.22 2.49  0.090
H2 -1.07 0.19 2.89  0.114
H3 -2.01 -1.11 2.05  0.064
H4 -2.17 -2.32 -0.07  0.180
H5 -2.37 2.27 -1.02  0.150
H6 0.92 0.81 1.08  0.138
H7 0.36 0.02 -1.54  0.083
H8 4.56 0.15 -0.97  0.029
H9 3.52 0.52 -2.07  0.009
H10 3.52 1.55 -0.53  0.069

Its HOMO energy is -9.353 eV. The value obtained for the total energy is -1118.4329 hartree. As for the net charge: 0. The calculation puts the maximum force at 0.0909 hartree/bohr. The value obtained for the relative energy (zero: lowest compared OMol25 entry of this formula, charge and spin) is 37.1 kcal per mole. The spin multiplicity is 1. The LUMO energy comes out at 0.385 eV.

***

Here is an isolated ion of composition C6H10N2OP and charge +1 at a distorted geometry from the Open Molecules 2025 dataset. Energies are from ωB97M-V with the def2-TZVPD basis set.

Each line ends with the Löwdin charge.
Positions of all 20 atoms, in Å:
C1 1.42 -2.66 -0.06  -0.097
C2 2.31 -1.82 -0.86  -0.020
C3 0.89 0.02 -0.77  -0.093
C4 -1.64 3.29 -0.23  -0.132
C5 -0.64 -2.71 1.19  -0.084
C6 -0.24 2.80 -0.58  -0.302
N1 0.37 -2.14 0.40  0.000
N2 1.91 -0.61 -1.01  0.053
O1 -1.04 0.61 1.05  -0.262
P1 -0.02 1.12 0.15  0.902
H1 1.74 -3.69 0.08  0.141
H2 3.23 -2.15 -1.29  0.134
H3 -1.78 4.28 -0.65  0.092
H4 -2.40 2.62 -0.64  0.086
H5 -1.78 3.34 0.84  0.084
H6 -1.61 -2.46 0.75  0.101
H7 -0.55 -3.80 1.32  0.095
H8 -0.62 -2.21 2.16  0.103
H9 0.52 3.48 -0.19  0.100
H10 -0.08 2.69 -1.65  0.099

Its HOMO energy (alpha / beta) is -13.279 / -13.278 eV. The value obtained for the total energy is -760.3692 hartree. As for the net charge: +1. The calculation puts the maximum force at 0.0387 hartree/bohr. The value obtained for the relative energy (zero: lowest compared OMol25 entry of this formula, charge and spin) is 38.1 kcal per mole. The spin multiplicity is 1. The LUMO energy (alpha / beta) comes out at -5.746 / -5.747 eV.